# C48H39O3P2S2SiTeY

C48H39O3P2S2SiTeY as an isolated structure at a distorted geometry (ωB97M-V with the def2-TZVPD basis set, OMol25).

```
97
Properties=species:S:1:pos:R:3:forces:R:3:lowdin_charge:R:1
Te -2.612 -2.739 -1.018 -0.3 -0.1 -0.4 0.626
Y -0.426 -0.995 0.113 1.4 -0.5 0.4 0.626
S 1.876 -1.855 -0.684 -0.6 0.0 -0.1 -0.084
S -2.583 -3.427 -4.294 -0.3 0.0 -0.1 0.842
P -0.811 2.183 -1.831 -0.1 0.0 0.1 1.063
P 1.937 -0.370 1.635 -0.1 0.6 0.8 0.848
Si -0.579 1.605 1.370 -0.1 0.2 -0.2 0.555
O -2.468 -1.136 1.887 -0.1 -0.1 0.0 -0.103
O -0.473 -2.006 2.227 -0.1 -0.4 0.0 -0.163
O -2.425 -4.508 2.937 0.0 0.0 0.1 0.073
C 3.018 1.164 -2.972 0.0 0.0 0.0 -0.087
C -2.889 -3.338 6.384 0.0 0.0 0.0 -0.115
C 3.227 2.119 1.247 0.0 0.1 0.0 -0.090
C 0.332 1.452 3.059 0.1 0.1 0.0 -0.319
C -1.680 -1.823 2.563 0.1 0.4 -0.3 -0.652
C 4.403 -3.654 3.797 0.0 0.0 0.0 -0.120
C -3.019 4.691 -4.196 0.0 0.0 0.0 -0.105
C 0.878 5.718 -0.537 0.0 -0.1 0.0 -0.106
C 4.188 -1.394 3.009 0.1 0.0 0.0 -0.124
C 4.169 2.978 0.690 0.0 0.0 0.0 -0.096
C -1.197 3.964 -5.572 0.0 0.0 0.0 -0.097
C 2.935 -1.670 2.469 0.1 -0.1 -0.2 -0.367
C 1.529 1.160 5.582 0.0 0.0 0.0 -0.111
C 1.472 0.622 3.210 -0.2 0.1 -0.3 -0.326
C 4.923 -2.375 3.667 -0.1 0.0 0.0 -0.108
C 0.419 1.978 5.441 0.0 0.0 0.0 -0.121
C -1.358 3.174 -3.291 0.0 0.1 0.0 -0.372
C 1.469 -0.329 -4.039 0.0 0.0 0.1 -0.099
C -0.166 2.112 4.189 0.0 0.0 0.0 -0.133
C 1.971 1.806 -2.328 0.0 0.0 0.0 -0.075
C 3.155 -3.940 3.256 0.0 0.0 0.0 -0.090
C 1.030 5.486 0.823 0.0 0.0 0.0 -0.107
C 3.264 0.751 1.002 -0.1 -0.1 0.0 -0.353
C -0.702 3.204 -4.518 0.0 0.0 0.0 -0.084
C 4.299 0.251 0.209 0.0 -0.1 0.0 -0.142
C -2.353 4.713 -5.416 0.0 0.0 0.0 -0.117
C -1.674 -3.176 -2.864 0.3 -0.1 0.2 -1.083
C 0.073 3.251 0.587 0.0 0.1 0.1 -0.302
C -2.528 -2.007 6.238 0.0 0.0 0.0 -0.101
C 0.627 4.275 1.365 0.0 0.0 0.0 -0.118
C -2.325 2.232 1.812 -0.1 0.0 0.1 -0.253
C 0.662 1.387 -2.542 0.0 -0.1 -0.1 -0.423
C 5.262 1.099 -0.316 0.0 0.0 0.0 -0.117
C -2.866 -4.193 5.290 0.0 0.0 0.0 -0.041
C -2.529 3.923 -3.153 0.0 0.0 0.0 -0.111
C 2.433 -2.964 2.587 0.0 0.0 0.0 -0.098
C 5.195 2.470 -0.091 0.0 0.0 0.0 -0.122
C -0.068 -3.651 -4.483 0.0 0.0 0.0 -0.239
C -2.477 -3.715 4.045 0.0 -0.1 -0.2 -0.262
C -0.335 -3.329 -3.120 -0.1 -0.2 -0.1 -0.295
C -1.196 -3.738 -5.246 0.2 0.0 -0.1 -0.479
C 0.316 4.731 -1.332 0.0 0.0 0.0 -0.101
C 0.422 0.301 -3.387 0.0 0.0 0.0 -0.144
C 2.041 0.493 4.477 0.0 -0.1 0.0 -0.086
C -2.124 -2.381 3.884 0.0 0.1 0.2 -0.059
C -2.151 -1.538 4.986 0.0 0.0 0.0 -0.004
C -0.085 3.512 -0.784 0.0 0.0 0.0 -0.387
C 2.769 0.105 -3.831 0.0 0.0 0.0 -0.095
H 1.195 6.657 -0.977 0.0 0.0 0.0 0.088
H 1.262 -1.182 -4.668 0.0 0.0 0.0 0.089
H 4.606 -0.399 2.916 0.0 0.0 0.0 0.105
H -1.855 -0.503 4.847 0.0 0.0 0.0 0.119
H 1.463 6.248 1.463 0.0 0.0 0.0 0.091
H -0.666 3.967 -6.517 0.0 0.0 0.0 0.094
H -2.534 -1.337 7.088 0.0 0.0 0.0 0.091
H 0.207 2.631 -4.654 0.0 0.0 0.0 0.098
H 0.004 2.498 6.298 0.0 0.0 0.0 0.085
H 0.195 4.910 -2.394 0.0 0.0 0.0 0.096
H -2.736 5.305 -6.239 0.0 0.0 0.0 0.088
H -2.857 1.495 2.418 0.0 0.0 0.0 0.009
H -3.928 5.264 -4.059 0.0 0.0 0.0 0.092
H -2.886 2.351 0.879 0.0 0.0 0.0 0.009
H -2.721 -5.394 3.163 0.0 0.0 0.0 0.101
H 0.749 4.109 2.432 0.0 0.0 0.0 0.093
H 2.452 2.531 1.875 0.0 0.0 0.0 0.074
H 2.179 2.620 -1.645 0.0 0.0 0.0 0.097
H 2.890 -0.161 4.620 0.0 0.0 0.0 0.080
H -2.329 3.201 2.325 0.0 0.0 0.0 0.009
H 5.899 -2.131 4.073 0.0 0.0 0.0 0.088
H 3.593 -0.412 -4.308 0.0 0.0 0.0 0.097
H 4.317 -0.809 -0.012 0.0 0.0 0.0 0.055
H 6.058 0.684 -0.924 0.0 0.0 0.0 0.095
H -1.047 2.739 4.090 0.0 0.0 0.0 0.082
H -0.592 -0.063 -3.536 0.0 0.0 0.0 0.109
H -1.266 -3.964 -6.299 0.0 0.0 0.0 0.040
H -3.063 3.903 -2.208 0.0 0.0 0.0 0.103
H -3.187 -3.721 7.353 0.0 0.0 0.0 0.090
H 0.930 -3.813 -4.872 0.0 0.0 0.0 0.091
H 1.995 1.027 6.553 0.0 0.0 0.0 0.087
H 4.086 4.043 0.875 0.0 0.0 0.0 0.093
H 1.477 -3.201 2.141 0.0 0.0 0.0 0.074
H 4.969 -4.424 4.311 0.0 0.0 0.0 0.084
H -3.142 -5.237 5.397 0.0 0.0 0.0 0.103
H 0.428 -3.219 -2.354 0.0 0.1 -0.1 -0.015
H 2.738 -4.937 3.338 0.0 0.0 0.0 0.094
H 5.937 3.136 -0.520 0.0 0.0 0.0 0.087
H 4.035 1.479 -2.774 0.0 0.0 0.0 0.088
```
Positions in Å, forces in eV/Å.

## Properties
HOMO	-0.68	eV
Kohn-Sham gap	4.778	eV
total charge	-2
relative energy (zero: lowest compared OMol25 entry of this formula, charge and spin)	0.427	eV